{"formula": "C14H17F3FeN3O4S2", "method": "ωB97M-V/def2-TZVPD", "charge": -1, "spin_multiplicity": 5, "s_squared": 6.011, "homo_lumo_gap_ev": [7.734, 7.984], "lumo_energy_ev": [2.685, 2.684], "species": ["H", "F", "H", "N", "C", "C", "Fe", "C", "F", "C", "H", "H", "H", "H", "C", "C", "N", "O", "H", "S", "H", "H", "C", "C", "C", "F", "O", "C", "O", "C", "O", "C", "H", "H", "H", "S", "C", "H", "C", "H", "H", "H", "H", "N"], "coordinates": [[4.437, 2.404, 0.458], [-0.580, 1.356, -2.597], [5.407, 0.361, 1.470], [3.786, 0.756, -0.624], [-0.464, -2.680, 0.503], [3.452, -0.543, -0.661], [0.767, -0.622, -1.682], [4.379, 0.638, 1.715], [0.140, 1.051, -4.622], [3.815, 1.525, 0.620], [3.920, -1.327, 2.506], [2.501, -0.348, 2.102], [-5.680, 2.346, -0.996], [-1.430, -2.501, 0.987], [0.472, 0.754, -3.364], [-3.773, 1.377, 1.291], [3.497, -1.246, 0.476], [-0.335, -2.358, -1.858], [-2.004, 1.227, 2.520], [3.167, -1.300, -2.175], [0.011, -3.513, 1.023], [4.370, 1.161, 2.671], [-2.373, -0.175, -0.535], [-5.752, 1.536, -0.267], [-1.776, 0.206, 0.662], [1.544, 1.647, -3.047], [-1.333, -4.212, -1.082], [3.515, -0.608, 1.795], [0.089, 0.108, 2.420], [-4.375, 1.033, 0.087], [0.725, 0.799, 0.146], [-3.668, 0.236, -0.808], [2.803, 1.844, 0.880], [3.003, -2.124, 0.413], [-4.322, 1.970, 2.015], [-0.060, -0.135, 0.997], [-2.480, 0.968, 1.584], [-6.355, 0.744, -0.714], [-0.744, -3.147, -0.930], [3.560, 1.251, -1.475], [-6.275, 1.919, 0.610], [-4.133, -0.073, -1.738], [-1.848, -0.796, -1.249], [0.403, -1.512, 0.473]]}



{"formula": "C14H17F3NO5S", "method": "ωB97M-V/def2-TZVPD", "charge": -1, "homo_lumo_gap_ev": 7.260, "lumo_energy_ev": 2.521, "species": ["H", "F", "H", "H", "H", "F", "C", "S", "H", "C", "C", "C", "C", "O", "H", "H", "H", "H", "C", "F", "C", "H", "C", "H", "O", "H", "O", "C", "H", "C", "H", "H", "C", "C", "C", "O", "C", "N", "H", "H", "O"], "coordinates": [[3.245, -1.308, 0.819], [-1.662, 2.888, -1.463], [3.183, -1.227, 2.599], [2.901, -2.169, -4.764], [-0.561, -1.191, 0.689], [0.219, 1.981, -0.747], [2.613, 0.578, 1.615], [-2.033, 1.421, 0.558], [-3.993, -1.386, 2.970], [0.231, -0.628, -4.209], [-3.648, -0.638, 2.244], [2.239, -0.809, -3.190], [-3.246, 0.591, 3.065], [1.242, 0.111, 1.676], [0.887, -1.910, -5.856], [3.284, -0.459, -5.081], [-2.857, -1.139, 0.300], [-2.673, -2.407, 1.506], [-2.598, -1.322, 1.351], [-0.679, 3.694, 0.344], [-1.157, -0.907, 1.566], [2.784, 1.247, 2.466], [-1.070, 0.606, 1.748], [-0.710, -1.371, 2.456], [-0.975, -0.502, -4.409], [-3.781, 1.487, 2.715], [3.114, -0.847, -2.326], [0.392, 1.132, 1.848], [-3.553, 0.439, 4.110], [3.436, -0.672, 1.691], [2.742, 1.124, 0.669], [4.488, -0.409, 1.724], [2.535, -1.143, -4.670], [1.201, -0.987, -5.358], [-1.769, 0.935, 3.088], [0.750, 2.268, 2.054], [-0.945, 2.555, -0.342], [0.907, -0.485, -3.020], [-4.526, -0.389, 1.635], [1.231, -0.174, -6.094], [-1.189, 1.427, 4.025]]}



For each record above, in turn, the calculated strongest force on any atom values are 0.038 0.053 Eh/bohr.